A structure of composition C25H24AlN7OS2. Source: the Open Molecules 2025 dataset; level of theory: ωB97M-V/def2-TZVPD.

Geometry as XYZ:
```
60
Properties=species:S:1:pos:R:3:forces:R:3
S -1.4373 -1.2197 -3.4192 -0.4 -0.1 -0.1
S -1.6338 1.3558 1.3769 0.0 0.1 -0.1
Al -1.0979 0.0745 -0.4294 0.0 -0.2 0.0
O -1.0533 -0.3381 -2.2198 0.3 0.3 0.1
N 0.5174 1.4763 2.9575 0.0 0.0 0.0
N 0.3471 -0.5079 1.8425 -0.3 0.0 -0.2
N 4.9888 8.7080 -0.4870 0.0 0.0 0.0
N -0.4967 -1.1447 0.9053 0.1 0.0 0.4
N 0.6044 1.0166 -0.7507 0.0 0.0 -0.2
N 2.1134 2.5946 -0.9044 0.0 0.0 0.0
N -2.7049 -1.2546 -0.3814 0.0 -0.1 0.0
C -0.4006 -0.6040 -4.7203 0.1 0.0 0.0
C -2.0699 -3.9027 4.4712 0.0 0.0 0.0
C 4.5086 7.6685 -0.5623 0.0 -0.1 0.0
C 2.7299 3.8889 -0.8183 0.0 -0.1 0.0
C -3.7863 -1.2886 -1.1606 -0.1 0.0 0.0
C -2.2189 -3.2026 3.2858 0.0 0.0 0.1
C -2.4008 -2.3399 0.3620 0.1 0.0 0.0
C 3.5006 4.3400 -1.8769 0.0 0.1 0.0
C 1.7768 0.4576 -1.2236 0.0 0.0 0.1
C 0.3137 -4.0027 4.1144 0.0 0.0 0.0
C 3.1212 5.8998 0.4043 0.0 0.0 0.0
C -4.6034 -2.4049 -1.2458 0.0 0.0 0.0
C -1.2395 -2.1291 1.2781 0.0 -0.1 -0.1
C -0.1447 0.6717 2.1003 0.1 0.0 0.0
C 2.7189 1.4260 -1.3149 0.0 0.0 0.0
C -4.2641 -3.5349 -0.5213 0.0 0.0 0.0
C 0.8499 2.3067 -0.5754 0.0 0.0 0.1
C 0.1783 -3.2763 2.9464 0.0 0.0 0.0
C -0.6541 -2.7796 -3.0902 0.0 0.0 0.0
C -3.1430 -3.5037 0.3003 0.0 0.0 0.0
C 4.0961 5.5862 -1.7871 0.0 0.0 0.0
C -0.8071 -4.3120 4.8767 0.0 0.0 0.0
C 2.5388 4.6464 0.3256 0.0 0.1 0.0
C -1.0938 -2.8860 2.5196 0.0 0.1 -0.1
C 3.9006 6.3667 -0.6505 0.0 0.1 0.0
H -5.4819 -2.3802 -1.8742 0.0 0.0 0.0
H 1.2378 1.0570 3.5264 0.0 0.0 0.0
H 3.7597 1.3913 -1.5840 0.0 0.0 0.0
H -0.6932 -4.8716 5.7953 0.0 0.0 0.0
H 0.4026 -2.6200 -2.8795 0.0 0.0 0.0
H 0.0422 2.2800 3.3306 0.0 0.0 0.0
H 4.7027 5.9622 -2.5987 0.0 0.0 0.0
H -3.2037 -2.8701 2.9844 0.0 0.0 0.0
H -2.8541 -4.3595 0.8932 0.0 0.0 0.0
H 0.1494 3.0371 -0.2066 0.0 0.0 0.0
H 0.6369 -0.6036 -4.3903 0.0 0.0 0.0
H -4.8678 -4.4303 -0.5844 0.0 0.0 0.0
H 1.2945 -4.3231 4.4374 0.0 0.0 0.0
H -0.7419 0.4017 -4.9566 0.0 0.0 0.0
H 3.6267 3.7385 -2.7670 0.0 0.0 0.0
H -4.0072 -0.3924 -1.7276 0.0 0.0 0.0
H -1.1669 -3.2335 -2.2435 0.0 0.0 0.0
H 2.9880 6.5113 1.2854 0.0 0.0 0.0
H -0.7861 -3.4069 -3.9723 0.0 0.0 0.0
H 1.8777 -0.5987 -1.4022 0.0 0.0 0.0
H 1.0488 -3.0176 2.3600 0.0 0.0 0.0
H 1.9634 4.2574 1.1552 0.0 0.0 0.0
H -0.5455 -1.2521 -5.5851 0.0 0.0 0.0
H -2.9365 -4.1291 5.0766 0.0 0.0 0.0
```
Forces are in eV/Å.

Multiplicity ... 1
Max |F| ... 0.443 eV Å⁻¹
Net charge ... +2
Kohn-Sham gap ... 7.6 eV



A structure of composition C25H24AuN6O6S. Source: the Open Molecules 2025 dataset; level of theory: ωB97M-V/def2-TZVPD.

Geometry as XYZ:
```
63
Properties=species:S:1:pos:R:3:forces:R:3
Au -0.1632 0.2521 0.4219 0.9 -0.6 1.3
S 2.0807 -0.6864 1.1096 0.3 0.5 0.1
O 3.4059 5.2757 -5.5126 0.0 0.0 0.0
O 2.5829 0.8933 -7.3081 0.0 0.0 0.0
O 1.6595 -0.6174 -6.0773 0.0 0.0 0.0
O 0.5666 2.3959 -0.7145 0.2 0.1 -0.4
O 0.4066 0.3090 -1.5030 -0.1 0.3 -0.4
O 2.8457 5.7264 -3.4799 0.0 0.0 0.0
N -0.3105 1.1814 2.3474 -0.6 -0.2 -0.2
N 2.9287 4.9888 -4.4386 0.0 -0.1 0.0
N -1.3940 -3.4458 0.0273 0.4 -0.4 -0.2
N 0.8602 -0.4530 3.6048 -0.1 0.1 0.1
N 2.0876 0.4991 -6.2772 0.0 0.1 0.1
N 2.1964 -2.1314 3.3629 0.2 -0.2 0.1
C -0.8268 2.4218 2.2430 0.1 -0.1 0.1
C -0.9204 -3.0946 1.3394 -0.2 0.2 0.0
C 3.1510 -3.0746 2.7773 -0.1 0.1 0.0
C -3.6143 -1.4612 -1.2448 0.1 -0.1 0.0
C 0.3834 1.6991 4.5619 0.0 0.1 0.1
C 0.7338 1.5858 -1.6209 -0.1 -0.1 0.0
C 1.8317 3.2587 -3.0729 0.0 0.0 0.1
C 1.3400 1.9694 -2.9259 0.0 -0.2 0.0
C 0.8631 -1.1626 4.8147 -0.2 0.1 -0.1
C -4.3068 0.6634 -0.3548 0.0 0.0 0.0
C -2.5728 -4.2851 -0.0079 -0.1 0.2 0.1
C -2.3001 -1.2859 -0.7933 -0.3 -0.1 -0.1
C 1.4217 1.0578 -3.9714 0.0 0.0 0.1
C -0.1774 2.9580 4.4599 0.0 0.0 0.1
C 2.4952 2.7397 -5.3430 0.0 0.0 -0.1
C -4.6001 -0.5123 -1.0327 0.0 0.0 0.0
C -3.0107 0.8861 0.0940 -0.3 -0.4 -0.2
C 0.2920 0.8354 3.4859 0.0 -0.2 -0.1
C 1.6838 -2.2033 4.6514 0.2 -0.1 -0.1
C 1.9960 1.4682 -5.1550 0.0 -0.1 -0.2
C -2.0679 -0.1027 -0.1234 0.0 1.0 0.0
C 1.7019 -1.0640 2.7163 -0.1 -0.2 -0.1
C 2.3975 3.6109 -4.2784 0.1 0.2 0.0
C -0.7920 3.3292 3.2771 0.0 0.0 0.0
C -1.2888 -2.4166 -0.9849 -0.3 0.2 0.2
H -2.7706 1.8111 0.5947 -0.1 0.0 -0.1
H 1.7739 3.9705 -2.2633 0.0 0.0 0.0
H -1.4586 -2.8641 -1.9649 0.0 0.0 0.0
H -0.1104 3.6485 5.2902 0.0 0.0 0.0
H 2.9422 3.0389 -6.2791 0.0 0.0 0.0
H -1.5475 -2.3404 1.8599 0.0 -0.1 0.0
H 0.0940 -2.6961 1.2629 0.0 0.0 0.0
H 0.2382 -0.8832 5.6435 0.0 0.0 0.0
H 3.9628 -2.5264 2.3070 0.0 0.0 0.0
H 1.0463 0.0506 -3.8695 0.0 0.0 0.0
H 0.9156 1.3960 5.4517 0.0 0.0 0.0
H -0.2701 -2.0271 -0.9767 0.0 -0.1 -0.1
H -5.6004 -0.6841 -1.4083 0.0 0.0 0.0
H -2.4129 -5.1525 0.6330 0.0 0.0 0.0
H 2.6575 -3.6887 2.0264 0.0 0.0 0.0
H -3.4926 -3.7839 0.3322 0.0 0.0 0.0
H -1.2257 4.3098 3.1445 0.0 0.0 0.0
H -0.8966 -3.9861 1.9682 0.0 0.0 0.0
H -5.0680 1.4154 -0.1912 0.0 0.0 0.0
H -1.2496 2.6840 1.2855 0.1 0.0 0.0
H -2.7386 -4.6418 -1.0260 0.0 0.0 0.0
H 1.9497 -2.9950 5.3297 0.0 0.0 0.0
H -3.8463 -2.3635 -1.7991 0.0 0.0 0.0
H 3.5416 -3.7000 3.5743 0.0 0.0 0.0
```
Forces are in eV/Å.

Multiplicity ... 1
Max |F| ... 1.710 eV Å⁻¹
Net charge ... +1
Kohn-Sham gap ... 6.5 eV



A structure of composition C25H24BCl2N6O4OsS4. Source: the Open Molecules 2025 dataset; level of theory: ωB97M-V/def2-TZVPD.

Geometry as XYZ:
```
67
Properties=species:S:1:pos:R:3:forces:R:3
Os -0.1583 -0.8362 0.0956 2.5 0.4 -1.7
Cl -2.6413 -2.6937 3.8140 -0.1 -0.1 0.0
Cl 0.5891 -6.9448 4.4077 0.0 0.0 0.0
S -3.1194 1.5302 2.6362 0.0 0.1 0.2
S -0.6606 0.0967 3.4593 0.0 0.1 0.3
S 1.6991 -0.7310 -1.8616 -1.2 -0.9 0.3
S 1.2919 0.9725 0.8280 -0.8 -0.5 0.0
O -0.9515 0.3136 -1.4825 0.0 -0.5 0.8
O 1.1193 -2.5283 -0.0520 -0.1 0.1 -0.2
O -4.8583 1.2076 -1.2372 0.0 0.0 0.1
O -0.8298 -1.9979 1.6226 -0.2 0.5 -0.4
N 2.4952 1.8365 -2.3159 0.0 0.0 0.1
N 3.4360 -0.6452 1.3436 0.0 0.0 -0.1
N 3.7357 0.7020 -0.3405 0.5 0.3 0.2
N -2.3965 1.0817 0.1089 -0.1 -0.1 -0.1
N -1.5063 0.3951 0.9204 -0.4 0.2 0.9
N 1.0794 1.0935 -3.8007 -0.1 -0.2 0.2
C 1.3661 2.3857 -4.1291 0.1 0.1 0.0
C 0.5449 -3.9441 1.7606 0.0 0.0 0.0
C -2.6109 3.3315 -4.0016 0.0 0.0 0.0
C -1.7268 0.5978 2.1909 0.2 0.2 -0.4
C -1.4015 1.2151 4.6851 0.0 0.0 -0.1
C 2.8783 0.3367 0.6050 0.1 -0.1 0.3
C -4.1277 1.9240 -2.1232 0.0 0.0 -0.2
C -0.5083 -3.1206 2.1911 -0.1 0.0 0.0
C -1.2538 -3.5821 3.3028 -0.1 0.1 0.2
C -2.0044 1.0087 -1.1111 -0.2 0.2 0.0
C 2.8547 -1.2227 2.5449 0.0 0.0 0.0
C -2.7322 1.8118 -2.1192 0.0 -0.1 -0.1
C -1.9982 2.5199 -3.0649 0.1 0.1 0.0
C 0.8883 -5.1344 2.4351 0.1 -0.1 0.0
C 4.8525 -0.0853 -0.2309 -0.1 0.0 0.1
C 2.2346 2.8500 -3.1889 0.1 0.0 -0.2
C 4.6770 -0.9272 0.8206 -0.1 0.0 -0.1
C -2.8879 1.2274 4.4149 0.0 0.0 -0.1
C 0.1812 -5.5102 3.5379 0.0 0.0 0.0
C 1.2680 -3.5740 0.6071 0.1 0.0 -0.1
C -3.9941 3.4369 -4.0000 -0.1 0.0 0.0
C -0.9093 -4.7332 3.9643 0.0 0.0 0.0
C 0.1998 0.1874 -4.5327 0.0 -0.1 0.0
C 1.7582 0.7792 -2.6670 -0.2 0.2 -0.1
C -4.7429 2.7379 -3.0705 0.0 0.0 0.0
B 3.6570 1.9695 -1.2604 0.0 0.0 0.1
H 0.9525 2.8675 -4.9975 0.0 0.0 0.0
H 2.0346 -4.2694 0.2489 0.1 0.1 0.0
H 5.3175 -1.6873 1.2317 0.0 0.0 0.0
H -1.4903 -5.0480 4.8205 0.0 0.0 0.0
H 2.7128 3.8092 -3.0975 0.0 0.0 0.0
H -3.3980 2.0193 4.9613 0.0 0.0 0.0
H -0.5900 -0.1695 -3.8797 0.0 0.1 0.1
H 3.4355 2.9513 -0.6034 0.0 0.0 0.0
H 1.8297 -1.5360 2.3544 0.0 0.0 0.0
H -0.9599 2.2033 4.5637 0.0 0.0 0.1
H 2.8415 -0.4874 3.3468 0.0 0.0 0.0
H -2.0210 3.8853 -4.7199 0.0 0.0 0.0
H 0.7677 -0.6657 -4.8963 0.1 0.0 0.0
H 5.6831 0.0210 -0.9045 0.0 0.0 0.0
H 1.7079 -5.7414 2.0706 0.0 0.0 0.0
H -4.4966 4.0693 -4.7199 0.0 0.0 0.0
H -0.9199 2.4584 -3.0193 0.0 0.0 0.0
H -3.3425 0.2677 4.6588 0.0 0.0 0.1
H 3.4526 -2.0791 2.8462 0.0 0.0 0.0
H 4.7054 2.0107 -1.8504 -0.1 0.0 0.0
H -5.8247 2.8155 -3.0712 0.0 0.0 0.0
H -1.1634 0.8258 5.6740 0.0 0.0 0.0
H -0.2286 0.7241 -5.3740 0.0 0.1 0.0
H -5.7919 1.4175 -1.3502 0.0 0.0 0.0
```
Forces are in eV/Å.

Multiplicity ... 1
Max |F| ... 3.044 eV Å⁻¹
Net charge ... +1
Kohn-Sham gap (alpha / beta) ... 6.4 / 6.4 eV